# 1
Formula: C16H40LiN2O12P
Source: the OMol25 dataset
Level of theory: the ωB97M-V functional and the def2-TZVPD basis

The geometry in XYZ format:
```
72
Properties=species:S:1:pos:R:3:forces:R:3:lowdin_charge:R:1
C -1.02714 2.91749 -5.61071 1.5771 -0.9733 -1.6330 0.007
N -0.52114 1.68649 -4.93671 -3.6958 -1.8577 0.3303 -0.380
C -0.58814 0.47349 -5.90571 2.9152 3.1159 -1.2922 0.053
C 0.78986 1.85149 -4.47871 4.2509 3.2675 0.5300 -0.096
C -1.42714 1.30649 -3.70271 -1.0065 -2.7496 0.2470 -0.098
C -1.71014 2.38949 -2.68171 3.0177 -3.8703 3.8032 -0.233
O -2.61514 1.83749 -1.63171 1.0570 1.2201 -2.4212 -0.140
H -1.34514 3.73349 -5.02071 1.1769 0.9539 1.4303 0.098
H -1.93014 2.84449 -6.13771 -1.4667 -1.5913 -0.8471 0.092
H -0.26314 3.01749 -6.40271 -0.3224 1.2178 0.5295 0.111
H -1.57514 0.18149 -5.97171 -1.9266 -0.8298 -0.0805 0.070
H 0.12386 -0.31851 -5.61271 -0.5944 0.5319 0.0602 0.111
H -0.25814 0.98649 -6.89671 -0.4469 -1.4427 1.4071 0.132
H 1.18286 1.00949 -3.98271 -0.1095 -1.3598 0.5900 0.046
H 0.80786 2.67449 -3.65271 0.1968 -1.1610 -1.8795 0.139
H 1.59886 2.04449 -5.32871 -2.0190 0.0655 1.5053 0.157
H -0.82114 0.42449 -3.15271 -1.7433 1.8273 -1.2113 0.157
H -2.43414 0.88349 -4.10471 1.8966 0.5976 0.5010 0.170
H -2.34614 3.14249 -2.85971 -1.2858 3.4236 -2.0003 0.062
H -0.54814 2.65249 -2.36371 -3.0273 0.1656 0.2099 0.147
H -2.25114 0.96549 -1.12871 1.1550 0.4170 0.4571 -0.020
C 2.96286 -1.47851 -3.03371 1.4608 -1.1867 -1.4881 0.004
N 2.52486 -1.46551 -1.56671 0.2228 -1.1331 -0.2277 -0.331
C 1.62886 -2.62751 -1.16471 -0.5195 2.2606 3.0094 0.038
C 3.73386 -1.62451 -0.70571 -0.5644 0.0305 -1.8838 0.011
C 1.84686 -0.22451 -1.26171 -3.1232 2.6639 -1.3058 -0.132
C 1.61386 0.34449 0.16229 1.7167 0.9618 -1.1907 -0.292
O 0.72086 1.38849 0.32029 0.6704 -0.5023 -0.6640 -0.050
H 3.00386 -2.52651 -3.47771 0.2799 0.9522 1.3366 0.125
H 3.95986 -0.97051 -3.23971 -0.9868 -0.7709 1.0947 0.125
H 2.38086 -1.02251 -3.83271 -1.1869 0.5452 1.0478 0.070
H 1.97086 -3.54351 -1.48471 1.3951 -1.9212 -0.7101 0.074
H 0.60686 -2.51151 -1.48571 -0.4283 0.5290 -0.0341 0.080
H 1.67786 -2.50751 -0.00771 -0.8303 -0.7943 -2.1880 0.138
H 3.51386 -1.61551 0.30629 -1.0821 -1.3124 1.8579 0.088
H 4.34286 -0.78851 -0.67471 1.4075 1.9475 -1.2587 0.092
H 4.18086 -2.44951 -1.18271 1.1904 -1.2298 0.5628 0.103
H 0.78486 -0.31851 -1.72671 1.7126 0.4207 0.6700 0.152
H 2.46486 0.49949 -1.74271 0.1095 0.9363 -0.9265 0.114
H 2.55786 0.42849 0.69229 1.1255 2.1099 -0.4970 0.118
H 1.52386 -0.48951 0.67529 -3.0768 -4.3890 2.9494 0.033
H -0.19814 1.03249 0.00429 -0.0217 -0.5065 -0.0756 0.044
Li -1.65014 -0.33751 1.34529 -0.2945 -0.3729 0.6604 0.588
P -1.90114 -1.31351 -0.65171 1.6627 1.8743 5.6894 -0.156
O -0.88814 -1.80251 0.37329 4.1397 -3.5190 0.2596 -0.451
O -1.42814 0.21049 -0.37871 1.8987 3.6412 -3.3645 -0.478
O -2.99314 -1.11351 0.30229 -6.8404 -0.9485 1.3649 -0.414
O -2.01114 -1.82151 -1.98871 0.3651 -1.0271 -4.1777 -0.320
C 0.15086 1.34749 5.36429 -1.8252 -0.2086 0.5122 0.013
O -0.68914 2.33449 4.58829 0.2368 -0.8081 0.8363 0.016
C -1.53514 1.80149 3.67229 2.4598 -4.6924 0.7615 -0.683
O -1.55514 0.64149 3.30629 1.2641 -1.5794 0.4906 0.066
O -2.33414 2.57349 3.16429 -5.0517 6.6222 -2.1244 0.082
C -3.46814 2.22849 2.26529 -0.5027 -4.0578 1.2755 0.052
H 0.41686 1.65349 6.38329 -0.3368 1.3608 -0.4590 0.088
H 1.07886 1.18349 4.86029 0.2063 -0.4482 -0.6882 0.084
H -0.43914 0.44649 5.65029 0.4577 0.4777 -1.2777 0.079
H -3.18114 1.57549 1.45829 0.8619 -0.1469 -0.2803 0.066
H -4.07514 2.94549 1.80629 0.3970 2.5917 -0.0238 0.068
H -4.31214 1.58749 2.73029 1.8768 0.8074 0.3755 0.136
C 0.46986 -2.35951 3.66529 3.2841 3.0390 -1.3070 -0.027
O -0.13214 -1.82151 4.82429 -2.3870 3.0671 0.0502 -0.016
C 0.05286 -2.25851 6.01229 3.7037 -4.0393 1.7073 -0.562
O 0.79886 -3.25051 6.11429 -1.4724 1.0759 1.3879 0.055
O -0.41314 -1.57451 7.12329 -1.0811 -0.0251 -2.6024 -0.036
C -0.62014 -2.30851 8.34429 2.4807 -4.9789 -2.8982 -0.040
H 0.40486 -1.50151 2.88229 0.5896 -0.6466 1.5842 0.094
H -0.23014 -2.90651 3.10129 -0.3806 -2.3175 0.0097 0.078
H 1.65886 -2.57451 3.83529 -3.4101 -0.2544 -0.4470 0.160
H -1.20214 -1.76051 8.96629 -1.4194 1.6891 1.8235 0.050
H 0.36986 -2.63151 8.64229 0.3492 0.8305 1.0140 0.082
H -0.98814 -3.42651 8.22829 -0.3020 2.4143 -0.4671 0.138
```
Positions in Å, forces in eV/Å.

Energy above the lowest of the compared OMol25 structures with the same formula, charge and spin ... 36.7 kcal/mol
Net charge ... 0
Total energy ... -1994.5909 a.u.

---

# 2
Formula: C16H40O12
Source: the OMol25 dataset
Level of theory: the ωB97M-V functional and the def2-TZVPD basis

The geometry in XYZ format:
```
68
Properties=species:S:1:pos:R:3:forces:R:3:lowdin_charge:R:1
O 1.38934 -0.56525 -2.17433 0.3447 -0.2153 -0.0513 0.147
C 1.57813 0.12459 -3.12935 -0.8124 0.2822 0.4391 -0.563
O 0.84999 1.23035 -3.39811 0.6536 -0.1346 -0.2385 0.054
C 1.55512 1.96140 -4.42995 -0.6720 0.1895 0.5684 -0.098
C 2.38474 0.88509 -5.11069 0.3003 1.0491 0.0023 -0.102
O 2.50503 -0.08859 -4.07019 0.1975 -0.3732 -0.5399 0.079
H 0.78171 2.46268 -5.00555 0.2642 -0.0373 -0.3101 0.136
H 2.18768 2.69872 -3.93347 -0.0271 0.0526 -0.0761 0.130
H 3.37402 1.27824 -5.33593 0.0849 -0.1951 0.0114 0.132
H 1.95305 0.53545 -6.04744 -0.1999 -0.6080 0.3174 0.132
O 2.30123 1.57207 0.43282 -0.1545 1.1868 0.2350 0.175
C 2.86178 0.53706 0.48123 0.0681 -1.2453 -0.8960 -0.574
O 4.05120 0.24503 -0.09174 -0.1997 0.6635 -0.0733 0.069
C 4.31837 -1.13549 0.03098 -0.2913 -0.8637 0.3257 -0.110
C 2.99076 -1.72895 0.54879 1.3644 -0.0014 0.4874 -0.113
O 2.31926 -0.57035 1.02027 -0.6927 -0.3274 -0.0989 0.037
H 4.53022 -1.58560 -0.93660 0.3992 0.3342 -0.0200 0.131
H 5.12712 -1.27327 0.74982 0.1116 -0.0401 -0.2169 0.130
H 3.17039 -2.36442 1.41287 -0.1583 -0.2047 -0.1070 0.115
H 2.51127 -2.29146 -0.24843 -0.6994 0.4153 0.1070 0.125
C -5.21040 1.82515 3.29589 -0.0018 -0.1505 0.4612 -0.081
C -5.26547 0.35120 3.65214 0.3523 -0.4910 -0.7727 -0.317
O -6.56259 -0.19310 3.38676 0.0748 -0.0842 0.2390 -0.087
H -4.17434 2.16666 3.28490 -0.0431 0.1324 0.0936 0.064
H -5.79235 2.41410 4.00512 0.0650 0.0889 -0.0285 0.073
H -5.64502 1.96688 2.30694 0.0523 -0.0031 -0.0593 0.073
H -4.98481 0.07249 4.66737 -0.2593 0.5277 0.2401 0.111
H -4.50364 -0.16615 3.05247 -0.1708 -0.0595 -0.1364 0.092
H -6.54692 -0.61558 2.52589 -0.0239 0.0445 -0.0277 0.074
C -0.46164 3.71297 -0.60306 -0.9785 -1.1756 -1.0565 -0.073
C -0.55023 4.28029 -2.02113 0.8240 1.1140 0.6715 -0.292
O 0.60804 5.10220 -2.28762 -0.1258 -0.1842 -0.3320 -0.103
H 0.33335 2.97612 -0.48234 0.3028 0.2962 -0.0578 0.048
H -1.37107 3.10970 -0.48057 0.0141 0.1968 0.3986 0.073
H -0.41398 4.47641 0.16422 0.0592 0.1491 -0.0617 0.082
H -1.38808 4.97898 -2.07526 -0.0057 -0.1014 -0.0608 0.109
H -0.66291 3.56550 -2.84051 -0.0816 -0.3754 0.3717 0.092
H 1.37924 4.53110 -2.20839 -0.0037 0.0762 0.1263 0.063
C 1.44543 -1.71863 4.25814 -0.0855 -0.7986 -0.5937 -0.074
C 2.95290 -1.49454 4.27411 -0.5861 -0.5161 0.3329 -0.322
O 3.16929 -0.36337 5.09811 0.4400 0.1045 -0.1153 -0.066
H 0.98459 -1.63475 5.24020 0.2313 0.4491 0.0816 0.080
H 1.19097 -2.74309 3.96090 0.2800 0.0206 -0.1900 0.076
H 0.95658 -1.07696 3.52627 -0.0566 0.2746 0.2474 0.054
H 3.34738 -1.37374 3.26200 -0.1105 0.3980 -0.0578 0.078
H 3.46149 -2.39029 4.65080 -0.0186 0.0895 0.3543 0.109
H 4.11560 -0.19815 5.16801 -0.0755 0.0333 0.0051 0.084
C -1.34098 -1.00196 -0.21056 -0.0817 1.0252 0.5186 -0.075
C -1.41115 -0.38107 1.19548 0.4566 -1.3489 -0.9970 -0.302
O -0.76334 0.86678 1.18565 -0.4415 0.5933 0.3907 -0.096
H -1.67432 -0.21006 -0.88695 -0.1149 -0.2304 -0.2121 0.086
H -1.98225 -1.87299 -0.31919 0.1885 -0.1470 -0.0099 0.068
H -0.29365 -1.18186 -0.45008 -0.0927 -0.3952 -0.1262 0.049
H -0.93583 -1.07736 1.89884 -0.0840 0.1653 0.1861 0.104
H -2.45843 -0.27586 1.47989 0.1051 0.4546 0.1780 0.103
H 0.11891 0.82552 0.79523 0.0085 -0.1946 0.0746 0.062
C -1.30160 -3.06939 -3.01828 0.0475 0.1247 -0.9938 -0.087
C -0.64519 -4.13109 -3.88583 0.3511 -0.3956 0.7415 -0.325
O -1.58278 -5.11680 -4.30624 -0.2490 0.0526 0.0586 -0.079
H -2.12975 -2.64577 -3.59216 -0.1683 0.0298 0.3426 0.082
H -0.59234 -2.26374 -2.82564 0.0444 -0.0441 0.1743 0.052
H -1.63484 -3.49493 -2.07665 -0.1769 0.0233 -0.0197 0.069
H 0.08478 -4.63979 -3.24411 0.1967 -0.0181 -0.2690 0.106
H -0.10699 -3.71303 -4.73762 -0.0846 0.1584 -0.0182 0.109
H -1.53985 -5.23533 -5.25541 0.0580 0.0449 -0.0559 0.074
O -1.25404 1.86418 3.81969 -0.3181 -0.1571 -0.2107 -0.077
H -0.31908 1.70876 3.98488 -0.0253 0.0018 -0.0714 0.026
H -1.38907 1.55711 2.90269 0.4304 0.2745 0.3800 -0.001
```
Positions in Å, forces in eV/Å.

Net charge ... 0
SMILES ... O=C1OCCO1.O=C1OCCO1.CCO.CCO.CCO.CCO.CCO.O
Total energy ... -1536.4567 a.u.

---

# 3
Formula: C16H41FN12O26P
Source: the OMol25 dataset
Level of theory: the ωB97M-V functional and the def2-TZVPD basis

The geometry in XYZ format:
```
97
Properties=species:S:1:pos:R:3:forces:R:3:lowdin_charge:R:1
C 2.14839 5.29797 -1.04729 0.3866 0.1388 -0.4307 0.049
C 2.16444 3.83715 -0.84337 0.1368 -0.0217 0.4927 -0.503
O 2.01272 2.96792 -1.65900 -0.0431 -0.2993 -0.6327 0.080
O 2.37476 3.46397 0.45388 -0.6890 0.3451 0.3639 -0.034
C 1.64549 2.29832 0.79485 0.3527 -0.1723 0.4949 -0.277
P 2.42396 0.84603 0.03614 -0.1772 0.2789 -0.0450 1.220
C 1.45674 0.29841 -1.46192 0.4215 -0.0677 0.1368 -0.556
O 0.33892 0.65385 -1.59060 -0.6062 -0.2080 0.0728 0.126
N 2.20987 -0.54144 -2.31839 -0.4307 0.3204 -0.7351 0.152
C 1.55856 -1.47351 -3.15604 -0.0172 0.1527 0.6091 -0.540
O 1.99972 -1.92561 -4.14520 -0.0647 -0.0027 -0.1908 0.208
F 0.39268 -1.82253 -2.61193 0.0900 -0.2165 -0.1384 0.148
H 1.34514 5.52670 -1.74597 -0.0197 0.0674 0.0580 0.071
H 3.08568 5.58254 -1.53513 -0.0435 0.0601 0.0716 0.114
H 2.04142 5.83764 -0.11244 -0.0215 -0.0189 -0.0096 0.105
H 1.68548 2.18840 1.87802 0.0534 -0.0207 -0.0373 0.125
H 0.59918 2.32587 0.49166 -0.0541 0.0724 -0.1269 0.084
H 3.67774 1.24693 -0.40744 0.2266 -0.1929 0.0519 0.059
H 2.54159 -0.21452 0.93513 0.1446 -0.1359 -0.0521 0.025
H 2.85009 0.00990 -2.89042 0.4637 -0.2692 0.3584 0.168
C -1.37272 -1.15686 0.86227 0.1264 0.1296 -0.0697 0.067
N -0.53804 -1.06872 2.09242 0.0011 -0.0507 0.1937 -0.393
O 0.48621 -0.38251 2.06656 0.0141 0.0684 -0.3701 -0.020
O -0.90145 -1.67601 3.06199 -0.0107 0.0613 -0.0156 0.121
H -0.93088 -0.51697 0.10846 -0.0471 0.0064 0.0064 0.067
H -1.39496 -2.20068 0.56379 -0.0269 -0.0271 0.0764 0.082
H -2.37065 -0.82550 1.13166 -0.0547 -0.1108 0.0765 0.104
C -3.26789 1.69572 -0.33589 0.0497 0.0081 0.0983 0.054
N -2.65769 1.89927 1.00473 0.0605 0.3587 0.0513 -0.424
O -1.46558 2.14148 1.07276 0.1080 -0.1493 -0.0644 0.033
O -3.38329 1.83443 1.97267 -0.1077 -0.1226 -0.0409 0.069
H -2.50064 1.81763 -1.09116 0.0156 -0.0212 0.0266 0.094
H -3.69478 0.69536 -0.34663 -0.0184 0.1158 -0.0101 0.069
H -4.05208 2.44143 -0.43289 -0.0476 -0.0383 -0.0180 0.113
C 2.34445 -0.92021 5.03552 0.0065 0.0440 0.0878 0.060
N 3.60851 -0.39071 4.45967 0.1560 -0.0122 -0.1869 -0.429
O 4.30630 0.31898 5.13944 -0.0494 0.0134 0.0441 0.096
O 3.87521 -0.70845 3.30455 -0.1836 0.0461 -0.0788 -0.001
H 2.26052 -0.54120 6.04658 0.0049 -0.0053 -0.0002 0.101
H 1.53064 -0.58368 4.39833 0.0197 -0.0601 -0.0367 0.076
H 2.41356 -2.00224 5.00617 -0.0115 -0.0658 -0.0495 0.089
C -0.31369 1.00448 -5.02351 0.0411 0.0190 -0.1318 0.059
N -1.76796 0.90885 -5.33081 -0.0595 -0.0053 0.0527 -0.439
O -2.09499 0.58011 -6.45165 0.0224 -0.0663 0.0361 0.074
O -2.53012 1.15633 -4.42042 0.0117 0.0703 -0.0512 0.056
H 0.24078 0.74993 -5.91874 -0.0041 -0.0059 -0.0093 0.102
H -0.11867 2.02231 -4.69799 -0.0093 -0.0042 0.0441 0.108
H -0.12606 0.30862 -4.21130 -0.0638 0.0643 0.0177 0.066
C 4.86073 -3.81406 2.22992 0.0916 -0.0256 -0.2168 0.052
N 3.37945 -3.86072 2.21702 -0.3302 0.0111 0.2318 -0.420
O 2.79284 -3.99148 1.15594 0.3442 0.1877 -0.1834 0.039
O 2.81381 -3.76812 3.28623 0.0825 0.0009 -0.0035 0.063
H 5.21660 -3.91610 1.21125 -0.0649 -0.0125 -0.0145 0.099
H 5.13818 -2.85932 2.66593 -0.0002 0.0057 0.0946 0.081
H 5.19942 -4.62818 2.86449 -0.0243 0.0512 0.0639 0.079
C 8.21092 -4.49586 5.69741 0.0054 0.0828 0.0420 0.057
N 6.83086 -4.28227 5.18218 -0.1249 0.0139 0.0244 -0.439
O 6.40312 -3.14706 5.13507 0.0622 -0.0327 -0.0284 0.067
O 6.21065 -5.26977 4.83665 0.1007 0.0029 -0.0001 0.052
H 8.62442 -3.53049 5.96118 -0.0068 0.0029 0.0000 0.097
H 8.13213 -5.15280 6.55812 0.0027 -0.0350 -0.0189 0.105
H 8.77676 -4.97953 4.90717 -0.0097 -0.0396 0.0094 0.103
C -4.06313 4.69985 3.07825 0.0755 -0.0875 0.0111 0.057
N -3.52833 5.73123 2.14522 -0.0876 -0.2893 0.4524 -0.432
O -2.32158 5.81311 2.01488 0.0023 -0.0444 0.6351 0.045
O -4.33689 6.40406 1.54082 -0.0942 0.1518 0.1278 0.070
H -3.22522 4.17162 3.51498 0.0166 0.0074 -0.0165 0.094
H -4.66657 5.19708 3.83129 -0.0208 0.1035 -0.0778 0.107
H -4.67898 4.03528 2.48088 -0.0684 -0.0129 0.0472 0.094
C -2.35837 6.70158 -0.55488 -0.1276 -0.2376 -0.3858 0.046
N -1.28041 6.01340 -1.32035 -0.0769 0.1537 -0.0071 -0.420
O -1.12410 4.81563 -1.15466 0.0115 -0.0053 0.0361 0.052
O -0.60771 6.69373 -2.06792 0.0194 -0.0783 0.0199 0.064
H -2.85758 5.96810 0.06530 0.2846 0.2907 -0.6850 0.044
H -1.88594 7.47318 0.04506 -0.0319 -0.0495 -0.0129 0.111
H -3.03062 7.14756 -1.28159 0.0448 0.0484 -0.0726 0.113
C -5.61584 -0.73738 -3.71383 -0.0107 0.0830 0.0453 0.057
N -4.97040 -0.66329 -2.37670 -0.0142 0.0311 0.1164 -0.424
O -3.78200 -0.39791 -2.32270 0.0522 -0.2148 -0.1146 0.019
O -5.66467 -0.85652 -1.40122 -0.0005 0.0262 -0.0610 0.077
H -4.86768 -0.51636 -4.46414 0.0194 -0.0017 0.0193 0.081
H -6.01935 -1.73775 -3.82307 -0.0218 0.0260 0.0083 0.087
H -6.41452 -0.00123 -3.71179 -0.0407 -0.0336 -0.0005 0.110
C -3.14155 -3.27186 -6.42914 0.0178 -0.0140 -0.0737 0.055
N -4.61692 -3.23184 -6.62849 -0.0993 -0.0026 -0.0181 -0.438
O -5.04658 -3.39956 -7.74465 0.0281 0.0031 0.0242 0.094
O -5.29710 -3.02656 -5.63834 0.1111 -0.0519 -0.0676 0.036
H -2.67756 -3.45962 -7.38948 -0.0046 0.0016 -0.0029 0.098
H -2.84974 -2.30768 -6.02269 -0.0017 0.0033 0.0173 0.084
H -2.93520 -4.06427 -5.71628 -0.0087 0.0174 0.0313 0.102
C 0.23332 -5.59786 1.96785 -0.0797 0.0339 0.0518 0.048
N -1.21563 -5.37150 1.71260 -0.0998 0.0532 -0.0015 -0.433
O -1.55775 -4.26241 1.33365 0.0699 -0.0453 -0.0557 0.032
O -1.97233 -6.29297 1.90163 0.0553 -0.0255 -0.0014 0.090
H 0.76789 -4.68232 1.75924 -0.0544 -0.0345 0.0069 0.049
H 0.32761 -5.88753 3.01042 -0.0006 -0.0511 -0.0097 0.108
H 0.55492 -6.40838 1.32018 -0.0447 -0.0389 0.0235 0.107
```
Positions in Å, forces in eV/Å.

Net charge ... +1
Total energy ... -3687.5147 a.u.

---

Lowest unoccupied orbital energy: -0.56; 0.21; -3.68 (eV)